A 4-piece molecular cluster, C26H57BrN4O7P overall in a non-equilibrium geometry, computed with ωB97M-V with the def2-TZVPD basis set.

XYZ file:
```
96
Properties=species:S:1:pos:R:3:forces:R:3:lowdin_charge:R:1
C 5.4526 0.0729 -1.5262 -0.4 0.6 -0.1 -0.1193
C 5.1134 -0.3695 -3.0615 -0.3 -0.7 1.3 -0.1971
C 5.9350 -1.7186 -3.5004 -0.2 -0.3 1.4 -0.1407
C 6.0963 -2.5738 -2.1295 -0.2 -1.4 1.4 -0.1198
C 4.7987 -3.2613 -1.5990 3.8 -0.5 2.7 0.0496
C 4.8986 -4.0502 -0.2638 1.3 2.4 -3.1 -0.0216
N 6.1749 -4.1261 0.4715 1.0 1.7 -2.9 -0.2987
P 6.1301 -5.0496 2.0194 -0.1 -2.0 0.9 0.6359
O 7.4353 -6.1821 1.9295 -1.3 2.6 0.4 -0.3517
Br 6.5598 -3.5256 3.6878 0.4 -0.6 -1.2 0.2369
C 7.4098 -3.5145 -0.0159 -1.7 2.0 -3.6 -0.0030
C 7.4363 -2.6946 -1.3388 -3.9 -2.1 1.5 0.0538
H 6.5705 0.0146 -1.2888 -1.6 0.0 -0.3 0.0749
H 4.8334 -0.5390 -0.7623 1.2 0.9 -1.4 0.0571
H 5.1310 1.1677 -1.3571 0.5 -1.7 -0.4 0.0919
H 5.2939 0.5059 -3.7732 -0.3 -1.5 0.9 0.1164
H 3.9999 -0.6891 -3.0268 1.8 0.9 -0.4 0.1105
H 6.9416 -1.4899 -3.9863 -1.3 -0.3 0.9 0.1194
H 5.3131 -2.3542 -4.2222 0.9 1.0 1.0 0.1213
H 3.8291 -3.1407 -2.1992 1.6 -0.4 1.3 0.1320
H 3.9369 -4.5398 0.1190 2.0 0.6 -0.1 0.1289
H 7.8504 -6.2988 2.8167 -0.3 0.1 -0.7 0.0643
H 8.3818 -3.5773 0.5738 -1.8 -0.3 -0.5 0.1346
H 8.3519 -2.1793 -1.7742 -1.2 -1.0 1.0 0.1243
C 2.9987 -1.1257 1.4450 0.0 0.3 -0.3 -0.1176
O 2.3358 -0.6932 0.2674 0.3 -0.5 0.3 -0.2138
C 1.1169 -1.3970 0.0105 -0.4 0.5 -0.4 -0.2035
C -0.0935 -0.4874 0.2270 0.3 -0.2 0.4 -0.1986
N -0.2858 -0.1852 1.6474 0.1 0.0 -0.3 -0.0450
C -1.2561 0.8851 1.8949 0.2 0.1 0.2 -0.1749
C -0.9274 2.2825 1.3468 -0.3 0.0 0.3 -0.2073
O 0.1866 2.9084 1.9790 0.0 -0.2 -0.4 -0.1696
C 1.4498 2.5371 1.4542 -0.1 0.3 0.4 -0.1013
H 3.9905 -0.6686 1.4608 -0.1 0.0 0.0 0.0829
H 2.4598 -0.8005 2.3363 0.0 -0.2 0.2 0.0819
H 3.1187 -2.2151 1.4579 -0.1 0.0 0.1 0.0698
H 1.0394 -2.3169 0.6003 0.1 0.1 0.2 0.1159
H 1.1434 -1.6850 -1.0458 0.0 0.0 0.0 0.1162
H -0.9896 -0.9826 -0.1599 0.0 0.0 0.0 0.1159
H 0.0730 0.4266 -0.3524 0.0 -0.1 -0.3 0.1020
H 0.6018 0.0932 2.0497 -0.1 0.0 -0.1 0.0645
H -1.3553 0.9668 2.9828 0.0 0.1 -0.1 0.1223
H -2.2335 0.5706 1.5135 0.1 0.0 -0.1 0.1211
H -1.7874 2.9222 1.5673 0.1 -0.1 0.0 0.1127
H -0.8188 2.2973 0.2574 0.1 -0.1 0.0 0.0955
H 1.4108 2.3206 0.3831 0.0 -0.1 0.0 0.0876
H 1.8483 1.6823 2.0054 0.2 -0.1 -0.2 0.0668
H 2.1389 3.3700 1.6114 -0.1 0.0 0.0 0.0898
C -3.8231 -3.0701 5.4369 0.2 -0.2 -0.1 -0.1129
O -4.0070 -4.2172 4.6206 -0.3 0.3 0.2 -0.1992
C -5.3784 -4.4890 4.3250 0.1 -0.4 -0.5 -0.2063
C -5.6818 -4.2118 2.8514 0.2 0.4 0.4 -0.2077
N -5.6538 -2.7766 2.5629 0.0 -0.3 -0.2 -0.0534
C -5.6713 -2.4618 1.1323 0.2 0.2 0.2 -0.1940
C -4.4849 -2.9461 0.2836 -0.3 0.3 -0.3 -0.2161
O -3.2505 -2.3024 0.5879 -0.1 -0.4 0.0 -0.1964
C -2.5426 -2.8659 1.6820 0.2 0.3 -0.1 -0.0968
H -2.7793 -3.0467 5.7555 -0.1 -0.1 -0.1 0.0883
H -4.0270 -2.1552 4.8772 -0.1 0.2 0.1 0.0732
H -4.4580 -3.1122 6.3278 0.0 0.1 -0.1 0.0893
H -6.0592 -3.9425 4.9856 0.1 0.1 -0.1 0.1221
H -5.5285 -5.5574 4.5101 0.0 0.1 0.0 0.1202
H -6.6720 -4.6081 2.6071 0.0 0.0 0.0 0.1232
H -4.9381 -4.7505 2.2553 0.0 -0.2 0.0 0.0990
H -4.8144 -2.3750 2.9644 -0.1 -0.1 0.0 0.0637
H -5.7138 -1.3699 1.0565 0.0 -0.1 -0.1 0.1189
H -6.6021 -2.8427 0.6983 0.1 -0.1 0.0 0.1181
H -4.7059 -2.6806 -0.7557 0.0 0.0 0.1 0.1199
H -4.3712 -4.0355 0.2939 0.1 0.0 0.2 0.1091
H -2.6932 -3.9454 1.7679 -0.2 0.0 0.0 0.0902
H -2.8260 -2.3624 2.6080 0.1 -0.2 0.2 0.0734
H -1.4777 -2.6786 1.5279 -0.1 0.1 0.0 0.0641
C -1.6544 5.4824 -5.5941 0.3 -0.1 0.1 -0.1131
O -0.8632 5.8982 -4.4909 -0.4 0.1 -0.3 -0.2002
C -1.3416 7.0919 -3.8677 0.3 0.0 0.6 -0.2064
C -1.9213 6.7883 -2.4848 -0.2 -0.2 -0.5 -0.2071
N -3.1809 6.0487 -2.5858 0.2 0.0 0.2 -0.0525
C -3.6464 5.4994 -1.3101 0.0 -0.2 -0.3 -0.1907
C -2.7563 4.4535 -0.6199 -0.5 0.0 0.2 -0.2284
O -2.6647 3.2140 -1.3196 0.3 0.3 0.1 -0.1925
C -1.6898 3.1898 -2.3501 -0.3 -0.3 0.0 -0.1025
H -1.1202 4.6823 -6.1099 0.0 0.1 0.1 0.0882
H -2.6153 5.0869 -5.2592 -0.2 0.1 -0.1 0.0739
H -1.8143 6.3046 -6.2990 -0.1 -0.1 0.0 0.0895
H -2.0610 7.6260 -4.4969 -0.1 -0.2 0.0 0.1222
H -0.4714 7.7431 -3.7384 -0.1 0.0 0.0 0.1200
H -2.0984 7.7288 -1.9545 0.0 0.0 0.0 0.1234
H -1.1693 6.2166 -1.9311 0.2 0.1 0.0 0.0992
H -3.0621 5.2805 -3.2360 0.0 0.1 0.0 0.0641
H -4.6173 5.0336 -1.5097 0.1 0.0 0.1 0.1207
H -3.8320 6.3264 -0.6163 0.1 0.0 0.0 0.1192
H -3.2282 4.2153 0.3392 0.0 0.0 -0.1 0.1140
H -1.7608 4.8388 -0.3727 0.1 0.0 -0.2 0.1111
H -0.8241 3.8176 -2.1223 -0.1 0.1 0.0 0.0900
H -2.1403 3.4857 -3.2993 0.2 0.1 -0.1 0.0712
H -1.3461 2.1588 -2.4655 0.0 0.0 0.1 0.0836
```
Forces are in eV/Å.

2S+1 ... 1
Net charge ... +1

---

A 7-piece molecular cluster, C26H57IN7O12P2S overall in a non-equilibrium geometry, computed with ωB97M-V with the def2-TZVPD basis set.

XYZ file:
```
106
Properties=species:S:1:pos:R:3:forces:R:3:lowdin_charge:R:1
C 4.6930 1.2829 2.0585 -0.3 1.0 0.9 -0.1328
O 3.7870 0.2817 2.5723 0.4 -0.2 -1.6 -0.2248
C 3.2881 -0.5844 1.5143 0.5 0.1 -0.6 -0.2114
C 2.2221 0.1114 0.5328 0.4 -0.5 -0.7 -0.1583
C 0.6823 -0.2362 0.8178 0.5 -0.4 0.5 -0.1931
C -0.1355 0.8226 1.7020 -0.3 -1.3 0.7 -0.4961
P -1.9261 0.0759 1.8337 -0.4 -0.5 1.2 0.4169
S -2.5107 -0.2170 3.6710 -0.3 -0.2 0.0 0.1014
C 0.3640 0.8106 3.2558 1.1 1.0 6.4 -0.6031
O 1.0575 -0.1878 3.7022 -2.0 1.9 -3.1 -0.0885
O 0.0356 1.7937 4.1655 0.6 -3.0 -5.6 -0.1721
N -0.3168 2.1810 1.1223 1.5 -2.1 -0.5 -0.2813
C 0.7530 3.1598 1.4465 0.4 1.7 -0.8 -0.2447
C 0.2498 4.3932 2.3908 3.0 -0.8 4.8 -0.7094
O 0.7708 4.6413 3.5136 -2.5 -0.8 -5.8 -0.0544
I -1.3510 5.6571 1.6145 0.4 -0.4 0.2 0.7441
P -0.5782 2.2510 -0.6120 -1.5 6.1 -1.2 0.8698
O -1.9347 1.3693 -1.1656 3.6 -2.1 0.5 -0.3208
O 0.8302 2.0391 -1.5705 -0.1 -1.2 0.5 -0.3364
H 5.5140 0.8714 1.3751 -1.1 0.4 0.9 0.0883
H 5.1745 1.7823 2.9856 -0.7 -1.0 -1.6 0.0938
H 4.0994 2.1247 1.5359 0.9 -1.2 0.4 0.0802
H 4.2185 -0.8485 0.8688 -1.4 0.2 0.9 0.1120
H 2.8693 -1.5554 1.9652 0.6 1.7 -0.4 0.1282
H 2.4526 -0.3013 -0.5288 -0.4 0.7 1.7 0.1122
H 2.4652 1.2319 0.4716 -0.6 -1.7 0.1 0.0852
H 0.1335 -0.4912 -0.1753 0.8 0.7 1.4 0.0898
H 0.6738 -1.2310 1.4147 -0.1 1.7 -0.8 0.1122
H -1.9919 -1.2030 1.1470 0.4 1.2 -0.2 -0.0354
H -2.8981 0.9121 1.1971 0.9 -0.2 -0.2 -0.0287
H 1.0342 3.6832 0.4460 -0.4 -0.5 1.6 0.0861
H 1.7281 2.7285 1.8500 -1.7 0.4 -0.1 0.1291
H -1.5866 0.4566 -1.3839 -1.1 0.6 0.2 0.0499
H 1.2882 2.9163 -1.6639 -1.0 -1.0 0.2 0.0337
C -1.0792 -4.3569 1.2034 0.1 0.1 0.1 0.0041
C -1.8127 -3.9883 -0.0573 -0.2 0.3 -0.3 -0.5476
O -1.8419 -2.8378 -0.4812 0.1 -0.1 -0.1 -0.0185
N -2.4581 -4.9757 -0.7357 0.4 0.4 0.2 0.0008
C -2.5436 -6.3841 -0.4062 -0.4 0.0 -0.4 -0.0653
H -0.6173 -3.4641 1.6280 -0.1 -0.1 -0.1 0.0786
H -1.7763 -4.7667 1.9374 0.1 -0.1 0.0 0.0931
H -0.2919 -5.0811 0.9819 -0.1 -0.1 0.1 0.0863
H -2.9257 -4.6484 -1.5698 0.0 -0.1 0.1 0.1351
H -2.1246 -6.9548 -1.2387 0.0 -0.2 0.2 0.0826
H -3.5978 -6.6438 -0.2908 0.2 -0.3 0.1 0.0620
H -2.0070 -6.6287 0.5081 0.0 0.2 -0.1 0.0795
C -0.1368 -5.1030 -6.2761 0.0 -0.1 -0.2 -0.0176
C -0.5394 -5.5155 -4.8859 -0.2 -0.3 0.6 -0.5576
O -0.9977 -6.6262 -4.6439 0.0 0.1 -0.2 0.0119
N -0.3818 -4.6131 -3.8809 0.0 -0.3 -0.5 0.0095
C 0.1363 -3.2635 -3.9600 -0.1 -0.1 0.5 -0.0707
H -0.3217 -5.9277 -6.9657 0.0 0.1 0.2 0.0813
H -0.7282 -4.2434 -6.5990 0.2 0.1 0.0 0.0833
H 0.9282 -4.8624 -6.3030 -0.1 0.2 -0.1 0.0836
H -0.6739 -4.9631 -2.9782 0.0 0.1 0.0 0.1234
H 1.0083 -3.1929 -3.3061 0.0 0.3 -0.1 0.0873
H -0.6350 -2.5793 -3.5995 0.2 0.2 -0.1 0.0828
H 0.4202 -2.9886 -4.9740 -0.1 -0.1 0.1 0.0727
C -3.4727 7.6239 4.6060 0.2 0.0 0.1 -0.0234
C -4.3019 7.9849 3.4038 0.2 0.2 -0.6 -0.5657
O -3.8055 8.4589 2.3905 -0.1 0.0 0.2 -0.0060
N -5.6458 7.7693 3.4644 0.3 0.1 0.1 -0.0037
C -6.4166 7.2230 4.5600 -0.3 0.1 -0.5 -0.0844
H -2.4255 7.8528 4.4047 -0.2 0.0 -0.1 0.0783
H -3.7936 8.2068 5.4726 0.0 -0.2 0.1 0.0812
H -3.5583 6.5552 4.8144 0.0 0.1 0.1 0.0893
H -6.1329 8.0359 2.6205 0.1 -0.1 0.1 0.1371
H -6.9284 6.3256 4.2046 0.0 -0.1 0.3 0.0827
H -7.1623 7.9644 4.8575 -0.1 -0.2 0.2 0.0775
H -5.7951 6.9702 5.4165 0.0 0.0 -0.2 0.0753
C -6.0520 -9.2733 -2.3784 0.1 -0.2 0.0 -0.0119
C -6.1578 -8.1148 -1.4242 0.2 0.3 0.6 -0.5491
O -5.5364 -8.0817 -0.3701 -0.1 -0.1 -0.2 0.0184
N -6.9756 -7.0800 -1.7618 0.3 -0.4 0.0 0.0028
C -7.7869 -6.9301 -2.9504 0.0 0.4 0.3 -0.0812
H -5.3647 -10.0157 -1.9707 -0.1 0.2 0.0 0.0852
H -7.0296 -9.7429 -2.5093 0.1 0.0 -0.2 0.0834
H -5.6624 -8.9334 -3.3404 -0.1 -0.1 0.0 0.0863
H -6.9933 -6.3415 -1.0719 0.0 -0.1 -0.1 0.1435
H -7.4729 -6.0201 -3.4667 -0.2 -0.1 -0.2 0.0838
H -8.8295 -6.8231 -2.6420 -0.1 0.0 -0.3 0.0823
H -7.6936 -7.7795 -3.6241 0.1 0.1 0.1 0.0735
C 0.4938 4.8239 -4.3947 -0.2 0.0 0.1 -0.0104
C 1.9776 4.6734 -4.1998 0.4 0.0 0.5 -0.5521
O 2.5137 4.8632 -3.1152 -0.2 -0.1 -0.2 0.0226
N 2.7318 4.3135 -5.2751 -0.3 0.1 0.2 -0.0007
C 2.2932 4.0459 -6.6273 0.5 0.0 0.1 -0.0845
H 0.0325 5.1129 -3.4492 0.2 -0.1 -0.1 0.0877
H 0.2877 5.6031 -5.1321 -0.1 -0.1 -0.1 0.0832
H 0.0603 3.8737 -4.7144 -0.1 0.1 -0.1 0.0870
H 3.7168 4.2328 -5.0647 -0.1 0.0 0.0 0.1400
H 2.5791 3.0230 -6.8837 -0.2 0.0 -0.2 0.0812
H 2.8078 4.7385 -7.2977 -0.2 -0.1 -0.2 0.0799
H 1.2176 4.1614 -6.7430 0.1 0.0 0.1 0.0739
C 7.9208 1.8941 5.2964 -0.2 0.0 0.1 -0.0086
C 8.3685 1.5123 3.9116 -0.4 -0.4 -0.6 -0.5440
O 7.6427 0.9017 3.1406 0.3 0.2 0.3 0.0303
N 9.6263 1.8677 3.5234 -0.2 0.0 0.2 -0.0043
C 10.6280 2.5856 4.2808 0.1 -0.2 -0.5 -0.0878
H 6.9005 1.5427 5.4562 0.2 0.0 -0.2 0.0904
H 8.5678 1.4274 6.0426 0.0 0.2 0.0 0.0829
H 7.9335 2.9805 5.4093 0.1 -0.1 0.1 0.0855
H 9.8525 1.5766 2.5828 0.0 0.0 0.1 0.1378
H 10.8861 3.4946 3.7320 0.2 0.1 0.3 0.0801
H 11.5157 1.9533 4.3604 0.1 0.2 0.2 0.0791
H 10.2811 2.8503 5.2775 -0.1 -0.1 -0.1 0.0731
```
Forces are in eV/Å.

2S+1 ... 1
Net charge ... -1

---

| no. | DFT total energy (a.u.) | HOMO level (eV) |
| --- | --- | --- |
| 1 | -4685.4167 | -9.92 |
| 2 | -3689.6519 | -4.06 |